C46H119N9O14 | ωB97M-V/def2-TZVPD

Calculated values
multiplicity: 1
highest occupied orbital energy: -8.13 eV
net charge: 0
max |F|: 4.2 eV/A
total energy: -91694.6627 eV
LUMO level: 0.02040 hartree
gap between HOMO and LUMO: 0.319 hartree

Structure (XYZ):
```
188
Properties=species:S:1:pos:R:3:lowdin_charge:R:1
C -1.88469 -12.04368 -11.00569 -0.0686
O -2.03009 -10.70037 -10.44336 -0.2033
C -0.86038 -10.17926 -10.01869 -0.2501
C -1.21778 -8.68578 -9.62580 -0.2017
N -0.03947 -7.88509 -9.40989 -0.0734
C -0.34767 -6.49702 -9.06014 -0.1882
C 0.97535 -5.66855 -8.78602 -0.1473
O 1.64117 -5.93851 -7.50153 -0.2274
C 3.05509 -5.77360 -7.49251 -0.1170
H -1.66101 -12.03618 -12.07247 0.0744
H -2.85552 -12.53814 -10.97228 0.0773
H -1.06768 -12.62589 -10.57951 0.0883
H -0.20463 -10.06674 -10.88208 0.1100
H -0.38001 -10.60672 -9.13856 0.1249
H -1.81099 -8.67860 -8.71139 0.0930
H -1.81404 -8.14261 -10.35897 0.1082
H 0.27256 -8.21545 -8.50789 0.1045
H -1.14150 -6.47308 -8.31358 0.0982
H -0.85533 -6.04271 -9.91101 0.0977
H 0.70866 -4.61350 -8.72388 0.1119
H 1.70623 -5.84745 -9.57463 0.1059
H 3.29291 -4.74765 -7.77353 0.0796
H 3.44550 -6.52913 -8.17431 0.0869
H 3.48686 -5.81254 -6.49243 0.0826
C -6.09594 -4.35303 -11.90700 -0.0836
O -4.88967 -5.17061 -11.95454 -0.2103
C -3.99470 -4.77633 -10.89525 -0.1716
C -4.45644 -5.29724 -9.48757 -0.1937
N -4.15996 -6.69625 -9.08123 -0.0119
C -4.89128 -7.75015 -9.85142 -0.1311
C -6.41843 -7.79526 -9.47719 -0.2425
O -7.17158 -6.70989 -9.87606 -0.2143
C -8.37438 -6.54064 -9.07413 -0.0591
H -6.10454 -3.28424 -11.69319 0.0820
H -6.82307 -4.73897 -11.19256 0.0628
H -6.55659 -4.42179 -12.89248 0.0757
H -3.79987 -3.71541 -10.73846 0.1158
H -3.13444 -5.39073 -11.16088 0.0979
H -5.53249 -5.12356 -9.47993 0.0915
H -3.92047 -4.69892 -8.75080 0.0971
H -4.36703 -6.81483 -8.09982 0.0474
H -4.47210 -8.70246 -9.52661 0.0939
H -4.92842 -7.64003 -10.93521 0.0998
H -6.39844 -7.94371 -8.39753 0.1089
H -6.98770 -8.63873 -9.86780 0.1113
H -8.98413 -7.43492 -9.20286 0.0869
H -8.96481 -5.68963 -9.41365 0.0734
H -8.19485 -6.32674 -8.02051 0.0663
C -2.66124 -9.29943 -4.05912 -0.0942
O -3.21740 -8.04171 -4.34649 -0.1732
C -2.64341 -7.40646 -5.42715 -0.2645
C -3.33371 -6.09398 -5.69096 -0.1745
N -4.73485 -6.42276 -6.01392 -0.0505
C -5.53932 -5.27229 -6.41892 -0.1915
C -5.83756 -4.32207 -5.27395 -0.1990
O -4.72681 -3.61948 -4.69324 -0.1960
C -4.94463 -2.33524 -4.13969 -0.0996
H -2.30181 -9.89397 -4.89903 0.0751
H -3.45198 -9.84391 -3.54302 0.0942
H -1.80444 -9.17817 -3.39633 0.0870
H -2.49891 -8.06218 -6.28578 0.0999
H -1.64001 -7.11887 -5.11316 0.1242
H -2.98296 -5.51755 -6.54701 0.1164
H -3.22599 -5.50579 -4.77962 0.1160
H -5.10318 -6.85451 -5.17844 0.1074
H -6.56347 -5.45202 -6.74588 0.1053
H -5.05994 -4.68129 -7.19932 0.0945
H -6.40940 -4.74353 -4.44723 0.1255
H -6.49998 -3.58051 -5.72050 0.0953
H -4.00533 -1.79764 -4.01014 0.0880
H -5.49596 -2.39344 -3.20120 0.0850
H -5.50626 -1.66496 -4.79038 0.0644
C -11.89585 -12.59387 -7.94053 -0.0956
O -10.49190 -12.64895 -8.18193 -0.1784
C -10.04719 -11.61519 -9.01502 -0.2385
C -8.55221 -11.86676 -9.19522 -0.2125
N -7.90259 -11.34822 -7.99864 -0.0501
C -6.43799 -11.52146 -8.05438 -0.2110
C -5.73040 -11.17921 -6.70707 -0.1780
O -4.36129 -11.62547 -6.69016 -0.1923
C -3.48069 -10.84451 -7.41541 -0.1316
H -12.16050 -11.59770 -7.58596 0.0791
H -12.18546 -13.36013 -7.22145 0.0851
H -12.49344 -12.87762 -8.80682 0.0844
H -10.23750 -10.62954 -8.59033 0.1104
H -10.41777 -11.61378 -10.04009 0.1199
H -8.22712 -11.30323 -10.06978 0.1021
H -8.16750 -12.82866 -9.53411 0.1189
H -8.19720 -11.79616 -7.14268 0.1044
H -5.96605 -10.91081 -8.82411 0.0906
H -6.11462 -12.47890 -8.46285 0.1134
H -6.27874 -11.68061 -5.90955 0.1155
H -5.88596 -10.12152 -6.49448 0.1136
H -3.77856 -9.81003 -7.24443 0.0778
H -3.63953 -11.08630 -8.46632 0.0728
H -2.48952 -11.17884 -7.10898 0.0990
C -9.84942 -3.07348 -12.36568 -0.1136
O -8.69684 -2.43185 -12.92038 -0.2166
C -9.06145 -1.25306 -13.75644 -0.1747
C -7.87761 -0.64038 -14.51894 -0.1800
N -7.02933 -1.71050 -15.15877 -0.0415
C -5.77735 -1.17486 -15.66144 -0.2436
C -4.80791 -2.24895 -16.08063 -0.2391
O -4.25418 -2.71659 -14.87401 -0.1770
C -3.57883 -3.89304 -15.11466 -0.1423
H -9.57044 -3.81706 -11.61912 0.0753
H -10.51518 -3.50268 -13.11445 0.0834
H -10.53248 -2.33527 -11.94548 0.0755
H -9.54066 -0.53137 -13.09490 0.1113
H -9.83196 -1.52501 -14.47786 0.1129
H -7.32083 -0.01871 -13.81778 0.1041
H -8.26796 -0.01104 -15.31873 0.1159
H -6.80275 -2.42906 -14.48614 0.0830
H -5.28908 -0.48714 -14.97098 0.1161
H -6.00616 -0.53871 -16.51646 0.1154
H -4.06783 -1.68683 -16.65019 0.1200
H -5.24736 -2.96469 -16.77540 0.1307
H -2.80183 -3.84145 -15.87736 0.0903
H -4.30725 -4.65614 -15.38884 0.0904
H -3.12410 -4.04211 -14.13532 0.0810
C -7.32076 -7.66338 -13.47772 -0.0512
C -7.17150 -8.87845 -14.41944 -0.4468
C -6.71096 -10.18898 -13.73642 -0.1367
O -5.28291 -9.96983 -13.37691 -0.2076
C -4.66644 -11.21174 -12.99427 -0.0932
N -8.38611 -8.90893 -15.15806 0.0198
H -6.45806 -7.38685 -12.87159 0.0544
H -8.16942 -7.81817 -12.81144 0.0789
H -7.56208 -6.71957 -13.96668 0.0708
H -6.37767 -8.62578 -15.12235 0.1301
H -6.89580 -11.02770 -14.40760 0.1135
H -7.30312 -10.38072 -12.84161 0.1145
H -3.58454 -11.11634 -13.08640 0.0712
H -5.00939 -11.93008 -13.73890 0.0824
H -4.93055 -11.50682 -11.97875 0.0804
H -8.27802 -9.54068 -15.93864 0.0708
H -8.59231 -8.01202 -15.57414 0.0743
C -5.20265 -0.69353 -9.36886 -0.0569
C -6.43458 -0.02724 -8.87569 -0.4674
C -6.77482 -0.30873 -7.36112 -0.1848
O -7.17613 -1.62739 -7.18738 -0.2170
C -8.40496 -2.04060 -7.82094 -0.0734
N -6.47462 1.39989 -9.02042 0.0342
H -4.24993 -0.45418 -8.89650 0.0867
H -5.07589 -0.45795 -10.42553 0.0779
H -5.32963 -1.77610 -9.36460 0.0682
H -7.21625 -0.38971 -9.54330 0.1205
H -7.65940 0.23697 -7.03273 0.1136
H -5.99698 -0.04876 -6.64315 0.1250
H -9.20209 -1.29734 -7.80489 0.0911
H -8.75243 -2.99539 -7.42629 0.0771
H -8.23844 -2.24709 -8.87817 0.0711
H -6.42905 1.53938 -10.01970 0.0708
H -7.43746 1.59166 -8.78324 0.0683
C -1.90324 -8.25582 -15.24674 -0.0600
C -2.01701 -7.51613 -13.94700 -0.4378
C -0.94068 -6.40608 -13.85207 -0.1992
O 0.38654 -6.87379 -13.90994 -0.1916
C 0.94392 -7.64506 -12.82538 -0.0638
N -3.35648 -6.94628 -13.84890 0.0790
H -1.95809 -7.62697 -16.13536 0.0847
H -2.69955 -8.99964 -15.27335 0.0707
H -0.94956 -8.78243 -15.21095 0.0753
H -1.84650 -8.22364 -13.13554 0.1203
H -1.10662 -5.83031 -12.94154 0.1065
H -1.14908 -5.63899 -14.59788 0.1160
H 1.97767 -7.84827 -13.10494 0.0881
H 0.52922 -8.64902 -12.73483 0.0664
H 0.79442 -7.04759 -11.92606 0.0711
H -4.05087 -7.59670 -13.50997 0.0513
H -3.44315 -6.26628 -13.10716 0.0226
C -12.71503 -4.79989 -9.60348 -0.0752
C -13.09727 -4.82184 -8.14815 -0.4211
C -11.91617 -5.52971 -7.38173 -0.1578
O -11.91309 -6.95446 -7.75875 -0.1943
C -11.29993 -7.80175 -6.82614 -0.1236
N -13.17314 -3.42628 -7.68124 0.0299
H -13.27321 -4.05599 -10.17194 0.0751
H -12.71096 -5.74619 -10.14442 0.0835
H -11.66405 -4.51791 -9.66697 0.0644
H -14.02517 -5.36040 -7.95566 0.1351
H -12.09793 -5.41546 -6.31309 0.1084
H -10.96640 -5.00551 -7.48777 0.1081
H -11.83097 -7.67074 -5.88331 0.0836
H -10.25269 -7.55546 -6.65082 0.0797
H -11.36557 -8.85433 -7.10159 0.0728
H -13.94418 -3.00177 -8.17661 0.0661
H -13.51244 -3.43719 -6.73000 0.0655
```